{
  "formula": "C19H10Br2Cl2N2O2Re",
  "method": "wB97M-V/def2-TZVPD",
  "species": ["Re", "C", "C", "C", "C", "C", "C", "Br", "C", "C", "Br", "C", "O", "C", "N", "H", "H", "H", "H", "H", "H", "Cl", "C", "C", "C", "Cl", "C", "C", "C", "C", "N", "C", "C", "O", "H", "H", "H", "H"],
  "positions_angstrom": [[-10.7643, -0.3774, -10.6370], [-13.6447, -1.7484, -10.9196], [-13.7537, -0.2920, -11.3946], [-14.8747, 0.3679, -11.8514], [-14.7690, 1.7293, -12.2463], [-13.5498, 2.3997, -12.2878], [-13.3224, 3.7130, -12.6980], [-14.7419, 4.7579, -13.3113], [-12.0168, 4.1920, -12.7143], [-10.9588, 3.4840, -12.2122], [-9.2592, 4.2586, -12.5577], [-11.1399, 2.1634, -11.7404], [-10.1721, 1.3610, -11.3089], [-12.4378, 1.6851, -11.7509], [-12.5191, 0.4177, -11.3761], [-13.9326, -1.8321, -9.8570], [-12.6363, -2.1323, -10.8670], [-14.3182, -2.4914, -11.4455], [-15.7184, -0.2838, -11.8698], [-15.6537, 2.3081, -12.5487], [-11.7567, 5.1562, -13.0626], [-7.3026, -3.7982, -9.8882], [-8.5386, -3.3662, -8.8339], [-8.5785, -3.9746, -7.5377], [-9.5755, -3.5560, -6.6409], [-9.5719, -4.3287, -5.1446], [-10.5341, -2.5986, -7.0561], [-11.5290, -2.1281, -6.2032], [-12.5153, -1.2630, -6.6807], [-12.3600, -0.7220, -7.9722], [-11.3812, -1.1453, -8.8286], [-10.4321, -2.0200, -8.3318], [-9.4111, -2.3399, -9.2198], [-9.3498, -1.6429, -10.4348], [-7.9034, -4.7977, -7.3929], [-11.6971, -2.5586, -5.1720], [-13.3681, -0.8818, -6.1013], [-12.9672, 0.1513, -8.2347]],
  "forces_ev_per_a": [[0.9711, 1.7081, -0.7168], [-1.7631, -0.0142, 0.1681], [2.6272, 0.3861, -0.1497], [1.2359, 0.3942, 0.2042], [-1.0307, -0.6314, -0.1147], [0.1692, -1.2058, 1.2966], [0.7566, 1.0426, -0.6280], [0.1324, 0.1021, -0.0224], [-1.8896, 0.1699, 0.2578], [1.7819, -1.7392, -0.0942], [-0.4397, -0.5869, 0.5745], [-0.0507, 2.9607, -0.6709], [-0.3008, -1.9976, 0.7529], [-0.1532, 1.0482, -1.3823], [-2.1145, -3.3323, 1.3910], [-0.2693, 0.3082, -0.3040], [0.3929, -0.1229, -0.6925], [0.8679, 1.0939, 0.2508], [-1.0671, 0.4434, -0.2275], [0.2891, -0.5584, 0.0443], [-0.3288, 0.9100, -0.4687], [0.3785, -0.2715, -0.4076], [-0.0139, 0.7662, 0.3150], [-1.8642, 1.3325, -0.8957], [2.0632, -1.1784, -1.6661], [-0.4321, 0.0385, 0.7278], [0.1436, 0.4359, 1.0579], [-1.9807, -0.8668, 1.0220], [0.4001, 0.9861, -1.0936], [0.2973, -0.1066, 0.6679], [-0.0067, 0.7667, 1.1552], [-0.1738, -0.2740, -0.8248], [0.7340, -0.7874, 0.0123], [-0.9218, -0.7441, 1.6638], [0.1671, -0.0290, 0.5335], [0.6712, 0.5474, -1.2451], [0.6665, -0.3748, -0.0510], [0.0549, -0.6193, -0.4399]],
  "mulliken_spin": [3.0123, 0.0661, -0.0080, -0.0078, 0.0232, 0.0112, -0.0071, -0.0034, 0.0028, -0.0055, -0.0023, -0.1308, -0.0471, 0.0531, 0.0623, -0.0005, -0.0122, 0.0024, -0.0015, -0.0007, -0.0006, -0.0040, -0.0031, 0.0060, -0.0097, -0.0038, 0.0111, 0.0222, -0.0111, 0.0371, 0.0415, 0.0255, -0.0650, -0.0526, -0.0004, -0.0011, -0.0003, 0.0019],
  "spin_multiplicity": 4,
  "homo_ev": [-14.40, -14.60],
  "charge": 2,
  "orbital_gap_ev": [5.36, 5.75],
  "total_energy_ev": -194183.365,
  "s2": 3.805
}

=====

{
  "formula": "C19H10F4NO6S",
  "method": "wB97M-V/def2-TZVPD",
  "species": ["F", "C", "C", "F", "C", "O", "C", "F", "C", "F", "C", "O", "C", "C", "C", "C", "S", "C", "C", "C", "C", "C", "N", "O", "O", "C", "C", "O", "O", "C", "C", "H", "H", "H", "H", "H", "H", "H", "H", "H", "H"],
  "positions_angstrom": [[-0.4439, 3.2866, 3.1392], [0.7048, 2.5889, 3.1041], [0.7028, 1.2382, 3.0919], [-0.4446, 0.5408, 3.1571], [1.9275, 0.4459, 3.0882], [1.9200, -0.7937, 3.0877], [3.1541, 1.2382, 3.1091], [4.3059, 0.5392, 3.1228], [3.1574, 2.5881, 3.1150], [4.3094, 3.2866, 3.1263], [1.9316, 3.3806, 3.1079], [1.9330, 4.6182, 3.1125], [-2.1108, 3.0783, -4.4872], [-1.0379, 3.2659, -3.6085], [-0.8832, 2.4222, -2.5065], [-1.7972, 1.3910, -2.2971], [-1.5887, 0.3133, -0.8752], [-0.6124, -0.9643, -1.4896], [-0.2396, -2.0368, -0.6894], [0.5815, -3.1018, -1.2225], [0.9751, -4.1646, -0.4375], [0.5680, -4.2292, 0.9186], [0.9599, -5.3277, 1.7256], [0.5704, -5.3652, 2.9157], [1.6799, -6.2175, 1.2154], [-0.2316, -3.2027, 1.4733], [-0.6279, -2.1427, 0.6974], [-0.8509, 1.1082, 0.0843], [-2.9282, -0.1336, -0.5567], [-2.8745, 1.2006, -3.1636], [-3.0286, 2.0452, -4.2651], [-2.2315, 3.7375, -5.3474], [-0.3152, 4.0671, -3.7710], [-0.0602, 2.5591, -1.8092], [-0.3295, -0.9012, -2.5362], [0.8818, -3.0312, -2.2715], [1.5965, -4.9695, -0.8289], [-0.5235, -3.2663, 2.5203], [-1.2468, -1.3790, 1.1691], [-3.5839, 0.3986, -2.9744], [-3.8689, 1.8891, -4.9441]],
  "forces_ev_per_a": [[0.8770, -0.5556, -0.0218], [-1.5932, -0.6029, -0.0225], [-2.0507, 0.4586, 0.1711], [1.1550, 0.7722, -0.1150], [-0.2138, -3.1297, -0.0664], [0.1573, 2.9146, 0.0672], [1.8318, 0.5989, -0.0261], [-0.9097, 0.6558, -0.0232], [1.5648, -0.7146, -0.0208], [-0.7844, -0.5725, 0.0050], [-0.2266, 2.5066, -0.0812], [0.0668, -2.4078, 0.0245], [0.0448, -0.1357, 0.1536], [-0.1774, -0.1442, 0.0212], [-0.1381, -0.0099, -0.2549], [0.0873, 0.0494, -0.2488], [0.3694, -0.3200, -1.3361], [-0.0979, 0.0888, -0.1400], [0.0159, -0.0454, 0.2126], [-0.0604, -0.1137, 0.4307], [-0.2452, 0.3287, 0.0616], [-0.0331, 0.1479, -0.1308], [0.1843, -0.4670, 0.3824], [0.5667, -0.2050, -1.2911], [-0.7517, 0.7846, 0.7626], [0.1312, -0.0727, -0.3473], [0.1550, -0.3146, 0.1850], [-0.1220, 0.2220, 0.7148], [-0.1161, 0.1192, 0.5557], [0.1847, 0.1526, -0.1039], [0.1854, 0.0588, 0.1580], [0.0301, -0.1564, 0.2071], [-0.2473, -0.1870, -0.0150], [-0.1834, -0.0674, -0.0960], [-0.1223, 0.1120, 0.2027], [-0.0401, -0.1133, 0.3480], [-0.1916, 0.2573, 0.0740], [0.0971, -0.0041, -0.3057], [0.1786, -0.1278, -0.2981], [0.1666, 0.1321, 0.0437], [0.2551, 0.1072, 0.1631]],
  "mulliken_charge": [-0.2890, 0.4224, 0.3458, -0.3312, 0.4529, -0.5042, 0.3100, -0.2651, 0.3609, -0.2774, 0.3180, -0.5556, -0.3421, -0.5842, -0.2058, -0.2571, 1.2575, -0.6821, 1.0951, -0.9443, -0.3214, -0.1727, 0.9393, -0.6723, -0.6812, -0.5344, -0.4650, -0.5208, -0.6855, -0.1926, -0.5798, 0.3498, 0.3445, 0.3842, 0.3255, 0.2971, 0.4212, 0.4140, 0.2859, 0.3956, 0.3444],
  "homo_ev": -3.61,
  "charge": -1,
  "orbital_gap_ev": 3.15,
  "total_energy_ev": -55341.398
}

=====

{
  "formula": "C19H11BrF4S",
  "method": "wB97M-V/def2-TZVPD",
  "species": ["F", "C", "C", "C", "F", "C", "C", "C", "C", "C", "C", "F", "C", "C", "F", "C", "C", "H", "H", "H", "H", "H", "H", "H", "Br", "C", "C", "C", "C", "S", "C", "C", "H", "H", "H", "H"],
  "positions_angstrom": [[1.2720, -4.9360, 0.5585], [1.5602, -3.7479, -0.0831], [2.8772, -3.4871, -0.4452], [3.1142, -2.2665, -1.0855], [4.4094, -1.9742, -1.4557], [2.1222, -1.3478, -1.3612], [0.7666, -1.6269, -0.9738], [-0.2013, -0.6429, -1.2701], [-1.6020, -0.6568, -1.0947], [-2.3321, 0.4833, -1.5769], [-3.7018, 0.5340, -1.4185], [-4.3821, 1.6395, -1.8822], [-4.4450, -0.4823, -0.8094], [-3.7274, -1.5843, -0.3571], [-4.4111, -2.6137, 0.2584], [-2.3544, -1.7068, -0.4841], [0.5144, -2.8727, -0.3215], [3.6753, -4.1897, -0.2325], [2.3556, -0.4155, -1.8786], [0.1928, 0.2592, -1.7428], [-1.7993, 1.2957, -2.0744], [-5.5204, -0.4153, -0.6885], [-1.8856, -2.6041, -0.1041], [-0.4737, -3.1567, 0.0139], [2.4126, 6.0373, 1.2765], [1.6932, 4.3091, 1.5083], [0.2962, 4.1271, 1.5480], [-0.2393, 2.8592, 1.7504], [0.6136, 1.7230, 1.9197], [-0.0199, 0.2067, 2.1798], [2.0281, 1.9302, 1.8599], [2.5530, 3.2023, 1.6569], [-0.3524, 4.9889, 1.4218], [-1.3160, 2.7054, 1.7905], [2.6805, 1.0677, 1.9834], [3.6268, 3.3583, 1.6139]],
  "forces_ev_per_a": [[0.4004, 1.2535, -0.7083], [-0.4893, -0.4455, 0.3354], [-0.0728, 0.3894, -0.1172], [0.7213, -0.0750, -0.0848], [-1.2873, -0.2988, 0.3540], [-0.6603, -0.0943, 0.1277], [1.4422, -1.1725, 0.2080], [0.2213, 0.6457, 0.8713], [-1.8579, 0.1674, 0.0110], [0.3867, -0.5197, 0.1820], [-0.5557, 0.4467, -0.1565], [0.6723, -1.1011, 0.4520], [0.3414, 0.2206, -0.0837], [0.0000, -0.6555, 0.3447], [0.6509, 1.1466, -0.7006], [-0.1546, 0.3588, -0.2614], [0.3851, 0.1232, -0.2378], [-0.0997, 0.1278, -0.0590], [0.0264, -0.3152, 0.2123], [-0.0983, -0.2194, 0.1023], [-0.2564, -0.1965, 0.2042], [0.1623, 0.0206, -0.0437], [-0.5834, 0.4196, -0.0831], [0.7156, -0.1066, -0.0128], [-0.0241, -0.0611, -0.0207], [-0.4484, -1.0772, 0.1519], [0.4303, -0.0737, -0.0013], [0.7591, -0.0312, -0.0168], [0.7794, 1.8695, -0.2553], [-0.6303, -1.6059, -0.6497], [-0.5581, 0.5095, -0.0821], [-0.3568, 0.2490, -0.0379], [0.0612, -0.1303, 0.0391], [0.2383, 0.0660, 0.0025], [-0.1229, 0.2142, -0.0153], [-0.1379, -0.0483, 0.0295]],
  "mulliken_charge": [-0.3178, 0.3553, -0.7012, 0.4087, -0.3199, -1.0559, 1.2320, -0.4253, 1.3060, -1.0796, 0.3919, -0.3192, -0.6906, 0.3374, -0.3164, -1.0038, -0.9544, 0.4820, 0.4287, 0.2366, 0.4318, 0.4822, 0.6521, 0.7004, -0.1680, 0.1383, -0.3963, -0.4515, 0.1235, -0.2358, -0.4552, -0.3949, 0.3814, 0.4085, 0.4082, 0.3811],
  "homo_ev": -6.79,
  "charge": 0,
  "orbital_gap_ev": 3.47,
  "total_energy_ev": -111625.896
}

=====

{
  "formula": "C19H11F3N2O2S2",
  "method": "wB97M-V/def2-TZVPD",
  "species": ["N", "C", "C", "C", "C", "C", "N", "C", "S", "C", "C", "C", "C", "C", "C", "C", "H", "H", "H", "H", "H", "C", "O", "O", "H", "H", "C", "C", "C", "C", "S", "H", "H", "H", "H", "C", "F", "F", "F"],
  "positions_angstrom": [[4.1225, -1.6495, 0.7692], [3.0547, -1.3722, 0.4126], [1.6494, -1.1662, -0.0884], [1.2798, -1.8828, -1.2200], [0.1584, -1.6044, -1.6340], [-0.7651, -0.9326, -0.8228], [-0.2902, -0.4306, 0.3430], [0.9228, -0.3897, 0.4886], [1.5198, 0.3872, 1.9046], [0.0273, 1.3463, 2.5240], [-0.5947, 2.2891, 1.3474], [-1.7700, 2.7480, 1.3048], [-2.0007, 3.8082, 0.6175], [-1.4033, 4.2684, -0.3310], [0.0876, 3.9538, -0.3957], [0.4582, 2.7856, 0.6405], [1.6027, 2.6157, 0.7304], [0.7457, 4.2354, -0.9514], [-1.7460, 5.1439, -1.0614], [-3.3049, 3.9379, 0.6289], [-2.3940, 2.3607, 2.1169], [0.2349, 1.8756, 3.7410], [1.2815, 2.5229, 3.9773], [-0.8150, 1.9891, 4.6107], [-0.5621, 2.8282, 5.1085], [-0.8519, 0.6712, 2.7052], [-2.0483, -0.5687, -1.1182], [-3.2049, 0.3278, -0.6545], [-4.3214, 0.1982, -1.1267], [-4.4364, -0.4969, -2.1800], [-3.0551, -1.2750, -2.6700], [-5.1945, -0.5682, -2.9924], [-5.1948, 0.9527, -0.8017], [-2.6458, 0.8359, 0.3308], [-0.3856, -2.2279, -2.4998], [1.9553, -2.8512, -2.0935], [2.6634, -3.7507, -1.3943], [1.4105, -3.5805, -2.9309], [3.1951, -2.2478, -2.5442]],
  "forces_ev_per_a": [[-1.2325, 0.4846, -0.3335], [-0.0537, -0.3989, -0.3802], [13.1695, -8.1177, -5.0172], [5.6018, -1.5873, 1.0683], [-12.1561, -0.7907, -5.5058], [2.1343, 1.7192, 2.1538], [-9.1546, 0.9355, -2.6264], [-1.6309, 5.7894, 7.7348], [0.2545, 1.5185, 2.5232], [-3.9832, -5.1938, -6.6195], [9.7892, -3.4687, 2.9570], [-3.7315, -2.6519, 5.4964], [-14.3864, -0.4379, 3.9104], [10.5822, 7.1310, -10.6466], [-10.0260, -7.8988, 10.3382], [1.4554, 5.9526, -5.4703], [-2.5394, -0.0947, 0.0817], [7.2606, 3.7731, -6.6073], [0.4424, -2.1657, 1.7730], [3.6670, 0.5983, 0.0085], [-0.5989, 0.3074, -0.5630], [3.8626, 6.5450, 5.2435], [-1.9983, -1.7201, 0.0900], [0.7801, 1.0709, -0.1777], [-0.4178, -1.6102, -0.3939], [0.8677, -0.3565, -0.5317], [-8.9311, 1.1162, -3.9139], [17.8792, -0.7968, 8.6359], [-12.1988, 6.0563, 1.6446], [-1.1755, -4.2385, -7.5219], [2.8851, -0.2344, 1.8695], [0.0578, 0.2531, 1.3426], [1.8475, -1.9836, -0.5871], [-2.6710, -0.7155, -2.5873], [1.5993, 1.7273, 1.5626], [8.8662, 0.3534, 3.6357], [-0.6297, -1.9862, 3.1185], [-3.2373, -0.3489, -3.8436], [-2.2497, 1.4648, -1.8617]],
  "mulliken_charge": [-0.5726, -1.1084, 0.8106, 0.3115, -0.3463, 0.8018, -0.1777, 0.7447, -0.4362, 0.3635, 0.5360, -0.1270, -0.2946, -0.5107, -1.0053, -0.4669, 0.3324, 0.7635, 0.2601, 0.1285, 0.3973, 0.1982, -0.5913, -0.4767, 0.3786, 0.3594, -0.4357, 0.0711, -0.2464, -0.0740, -0.1636, 0.3458, 0.2112, -0.1171, 0.1677, 0.7929, -0.2963, -0.2275, -0.3004],
  "homo_ev": -8.60,
  "charge": 0,
  "orbital_gap_ev": 7.07,
  "total_energy_ev": -56765.139,
  "smiles": "N#Cc1c(C(F)(F)F)cc(-c2cccs2)nc1S[C@@H](C(=O)O)c1ccccc1"
}